[1]
{"formula": "C4H8O2", "method": "ωB97M-V/def2-TZVPD", "orbital_gap_ev": 9.11, "e_above_lowest_kcal_mol": 126.1, "energy_ev": -8367.8123, "multiplicity": 1, "max_force_ev_per_a": 0.34, "symbols": ["C", "C", "O", "C", "C", "O", "H", "H", "H", "H", "H", "H", "H", "H"], "positions_angstrom": [[1.365, 0.873, 0.402], [0.845, -1.547, -0.443], [0.800, -0.381, 0.805], [-0.382, -0.916, 0.096], [-1.185, 0.039, -0.746], [-2.088, 0.829, 0.003], [0.591, 1.639, 0.302], [1.898, 0.747, -0.540], [2.049, 1.152, 1.205], [1.033, -2.439, 0.179], [-1.010, -1.379, 0.864], [-1.800, -0.574, -1.413], [-0.525, 0.641, -1.386], [-1.591, 1.315, 0.673]], "atomic_forces_ev_per_a": [[0.1, 0.2, -0.1], [-0.2, -0.1, 0.2], [0.1, 0.0, 0.1], [-0.2, 0.0, -0.1], [0.2, -0.2, -0.2], [0.1, 0.2, 0.2], [0.1, -0.1, 0.1], [-0.1, 0.1, 0.1], [0.0, 0.0, -0.1], [0.0, 0.1, -0.1], [0.1, 0.0, -0.1], [0.1, 0.0, 0.1], [-0.1, -0.1, 0.1], [-0.1, 0.0, -0.1]]}

[2]
{"formula": "C7H9NO2", "method": "ωB97M-V/def2-TZVPD", "orbital_gap_ev": 9.99, "e_above_lowest_kcal_mol": 109.1, "energy_ev": -12985.7642, "multiplicity": 1, "max_force_ev_per_a": 4.85, "symbols": ["O", "C", "C", "N", "O", "C", "C", "C", "C", "C", "H", "H", "H", "H", "H", "H", "H", "H", "H"], "positions_angstrom": [[-0.396, 2.690, -0.247], [-0.049, 1.582, 0.014], [-0.999, 0.454, 0.041], [-2.194, 0.741, -0.236], [-3.168, -0.286, 0.088], [-0.369, -0.738, 0.663], [0.243, -1.342, -0.640], [1.320, -0.219, -1.005], [1.352, 0.943, 0.071], [0.938, -0.026, 1.281], [-4.041, 0.046, -0.403], [-0.891, -1.391, 1.594], [0.738, -2.365, -0.548], [-0.578, -1.317, -1.395], [2.296, -0.489, -1.163], [1.056, 0.017, -2.060], [2.194, 1.547, 0.302], [1.777, -0.690, 1.532], [0.774, 0.844, 2.112]], "atomic_forces_ev_per_a": [[0.3, 1.3, 0.4], [1.5, 0.0, -2.6], [-2.1, -0.4, 2.6], [-2.1, -0.6, -0.2], [-1.0, 1.6, -1.9], [1.7, -0.9, 2.9], [0.9, -0.5, 0.5], [-2.2, 1.2, -1.7], [-3.6, -3.2, 0.7], [0.0, 2.9, 1.1], [3.0, -0.8, 1.6], [0.9, 1.7, -3.3], [-0.9, 1.3, 0.0], [0.9, -0.6, 0.4], [2.5, -1.6, 0.3], [0.0, 0.9, 0.7], [0.7, 0.4, -0.4], [-0.5, 0.0, 0.2], [0.0, -2.8, -1.1]]}

[3]
{"formula": "C2H4OS3", "method": "ωB97M-V/def2-TZVPD", "orbital_gap_ev": 7.99, "e_above_lowest_kcal_mol": 66.3, "energy_ev": -36689.1875, "multiplicity": 1, "max_force_ev_per_a": 3.48, "symbols": ["C", "C", "O", "S", "S", "S", "H", "H", "H", "H"], "positions_angstrom": [[-0.148, 0.208, 0.548], [0.003, -1.303, 0.845], [-1.096, 0.473, -1.972], [-0.242, 1.506, 1.622], [1.831, 0.835, -1.689], [-0.020, 0.926, -1.109], [0.499, -1.731, -0.111], [-1.054, -1.609, 0.745], [0.337, -1.459, 1.873], [-0.109, 2.154, -0.752]], "atomic_forces_ev_per_a": [[0.7, 2.0, 2.3], [-1.1, 1.7, -2.8], [0.3, 0.2, 0.5], [0.0, -2.4, -1.1], [-0.8, -0.3, 0.3], [1.2, -2.7, -1.7], [-0.2, 0.2, 2.2], [0.3, -0.3, 0.3], [0.4, -0.2, -0.6], [-0.8, 1.9, 0.7]]}

[4]
{"formula": "C21H28O5", "method": "ωB97M-V/def2-TZVPD", "orbital_gap_ev": 9.58, "e_above_lowest_kcal_mol": 10.8, "energy_ev": -32468.8497, "multiplicity": 1, "max_force_ev_per_a": 0.84, "symbols": ["C", "C", "C", "C", "C", "O", "C", "C", "C", "C", "C", "C", "C", "O", "C", "C", "C", "C", "C", "C", "C", "O", "C", "O", "C", "O", "H", "H", "H", "H", "H", "H", "H", "H", "H", "H", "H", "H", "H", "H", "H", "H", "H", "H", "H", "H", "H", "H", "H", "H", "H", "H", "H", "H"], "positions_angstrom": [[2.410, 2.711, -0.165], [1.525, 1.992, -1.202], [0.712, 3.067, -1.863], [0.725, 3.339, -3.165], [1.563, 2.605, -4.116], [1.572, 2.839, -5.313], [2.394, 1.566, -3.508], [2.394, 1.276, -2.203], [3.208, 0.141, -1.671], [2.238, -0.900, -1.115], [1.367, -0.280, -0.022], [0.577, 0.933, -0.538], [-0.260, 1.479, 0.639], [-1.036, 2.611, 0.319], [-1.190, 0.389, 1.187], [-0.455, -0.846, 1.715], [0.257, -0.525, 3.027], [0.483, -1.365, 0.607], [-0.446, -2.111, -0.369], [-1.691, -2.518, 0.440], [-1.412, -2.065, 1.890], [-0.771, -3.104, 2.621], [-2.731, -1.806, 2.627], [-3.127, -0.707, 2.923], [-3.555, -3.029, 2.998], [-3.174, -4.258, 2.460], [1.801, 3.362, 0.455], [2.940, 2.011, 0.474], [3.143, 3.324, -0.687], [0.104, 3.657, -1.193], [0.125, 4.139, -3.576], [3.030, 1.019, -4.191], [3.816, -0.295, -2.465], [3.877, 0.480, -0.878], [1.612, -1.267, -1.930], [2.794, -1.748, -0.707], [2.033, 0.074, 0.773], [-0.110, 0.610, -1.330], [0.411, 1.825, 1.429], [-1.764, 2.338, -0.252], [-1.878, 0.102, 0.389], [-1.783, 0.835, 1.986], [-0.467, -0.163, 3.752], [1.014, 0.240, 2.883], [0.735, -1.411, 3.438], [1.177, -2.090, 1.053], [0.050, -2.985, -0.790], [-0.730, -1.468, -1.200], [-2.591, -2.032, 0.065], [-1.873, -3.592, 0.416], [0.005, -3.385, 2.124], [-3.560, -3.060, 4.101], [-4.585, -2.846, 2.676], [-2.238, -4.386, 2.680]], "atomic_forces_ev_per_a": [[0.0, -0.1, -0.1], [-0.1, 0.1, -0.1], [0.0, 0.1, -0.2], [-0.2, 0.2, 0.0], [-0.1, 0.0, 0.0], [0.0, 0.0, 0.2], [0.3, -0.3, 0.0], [0.1, 0.1, -0.2], [-0.1, -0.2, -0.2], [0.2, 0.2, 0.3], [-0.1, -0.4, -0.1], [0.0, 0.3, 0.4], [0.0, -0.7, -0.1], [-0.3, 0.3, -0.1], [0.2, 0.3, 0.2], [0.0, -0.3, 0.3], [-0.1, -0.1, -0.2], [-0.1, 0.2, 0.0], [0.1, 0.0, 0.0], [0.0, -0.1, 0.1], [-0.2, 0.6, -0.6], [0.2, -0.2, 0.2], [0.3, -0.3, 0.0], [-0.1, 0.0, 0.1], [-0.4, 0.1, 0.5], [0.3, -0.4, -0.2], [0.0, 0.1, 0.1], [0.1, 0.0, 0.1], [0.1, 0.1, 0.0], [0.0, 0.1, -0.1], [-0.1, 0.1, 0.0], [0.1, -0.1, -0.1], [0.0, 0.1, 0.0], [0.1, 0.0, 0.0], [0.0, -0.1, 0.0], [0.0, -0.1, 0.0], [0.1, 0.0, 0.0], [-0.1, 0.0, 0.0], [0.0, -0.1, 0.0], [0.0, 0.0, 0.0], [-0.1, 0.0, -0.1], [0.0, 0.0, -0.1], [0.0, 0.1, 0.1], [0.1, 0.1, 0.0], [0.1, 0.0, 0.0], [0.0, 0.0, 0.0], [0.0, 0.0, -0.1], [0.0, 0.0, -0.1], [0.0, 0.0, -0.1], [-0.1, 0.1, 0.0], [0.0, 0.0, 0.1], [-0.1, 0.1, -0.1], [0.1, 0.1, 0.1], [-0.2, 0.0, -0.1]]}

[5]
{"formula": "C32H58N6O17P", "method": "ωB97M-V/def2-TZVPD", "orbital_gap_ev": 7.33, "energy_ev": -87146.5786, "multiplicity": 1, "max_force_ev_per_a": 5.33, "charge": 1, "symbols": ["C", "C", "C", "C", "C", "C", "C", "C", "N", "C", "N", "C", "C", "O", "C", "O", "C", "N", "C", "N", "N", "C", "C", "C", "P", "N", "H", "H", "H", "H", "H", "H", "H", "H", "H", "H", "H", "H", "H", "H", "H", "H", "H", "H", "H", "H", "H", "H", "H", "H", "H", "H", "H", "H", "H", "H", "H", "H", "H", "H", "H", "H", "H", "H", "C", "C", "O", "C", "O", "O", "H", "H", "H", "H", "C", "C", "O", "C", "O", "O", "H", "H", "H", "H", "C", "C", "O", "C", "O", "O", "H", "H", "H", "H", "C", "C", "O", "C", "O", "O", "H", "H", "H", "H", "C", "C", "O", "C", "O", "O", "H", "H", "H", "H"], "positions_angstrom": [[2.405, 0.053, 1.420], [3.205, 0.840, 0.262], [2.297, 1.125, -1.045], [2.489, 2.643, -1.521], [1.344, 3.097, -2.574], [-0.062, 3.021, -1.821], [-1.074, 4.212, -2.226], [-2.603, 3.698, -2.405], [-3.517, 4.113, -1.318], [-3.805, 3.088, -0.339], [-3.777, 1.672, -0.629], [-5.088, 1.011, -0.734], [-5.011, -0.489, -1.357], [-5.156, -1.400, -0.233], [-4.450, -2.611, -0.444], [-3.242, -2.679, -0.712], [-2.701, 0.892, 0.025], [-1.595, 1.702, 0.599], [-1.409, 1.487, 2.068], [-4.172, 3.561, 0.876], [-4.212, 4.946, 1.089], [-3.300, 5.337, 1.988], [-1.755, 5.563, 1.574], [-3.636, 5.671, 3.527], [-4.652, 2.563, 2.261], [-6.227, 2.840, 2.500], [2.899, -0.960, 1.633], [2.465, 0.676, 2.368], [1.305, -0.136, 1.178], [3.517, 1.847, 0.696], [4.098, 0.185, -0.026], [1.229, 0.853, -0.760], [2.615, 0.414, -1.874], [2.444, 3.299, -0.580], [3.544, 2.757, -1.957], [1.429, 2.353, -3.446], [1.611, 4.135, -2.959], [0.150, 3.059, -0.705], [-0.537, 2.016, -2.115], [-0.730, 4.547, -3.273], [-0.985, 5.129, -1.565], [-2.576, 2.593, -2.655], [-2.969, 4.224, -3.361], [-4.355, 4.612, -1.635], [-5.688, 0.909, 0.227], [-5.720, 1.601, -1.492], [-4.038, -0.616, -1.938], [-5.924, -0.597, -2.039], [-5.054, -3.579, -0.324], [-3.163, 0.141, 0.772], [-2.224, 0.224, -0.785], [-0.725, 1.336, 0.173], [-0.359, 1.099, 2.311], [-1.457, 2.530, 2.561], [-2.217, 0.867, 2.570], [-1.682, 5.243, 0.489], [-1.618, 6.705, 1.582], [-1.030, 5.032, 2.266], [-3.738, 6.789, 3.717], [-4.634, 5.170, 3.741], [-2.860, 5.187, 4.224], [-4.542, 1.148, 2.028], [-3.939, 2.886, 3.454], [-6.723, 1.935, 2.386], [8.101, 2.787, -0.029], [7.057, 3.860, -0.105], [6.236, 3.430, -1.184], [6.397, 2.085, -1.299], [5.727, 1.382, -1.998], [7.416, 1.641, -0.518], [8.457, 2.623, 0.989], [8.958, 2.990, -0.676], [6.447, 3.917, 0.801], [7.482, 4.844, -0.308], [2.172, -4.767, -0.330], [1.891, -3.384, 0.173], [2.524, -3.368, 1.443], [3.501, -4.321, 1.416], [4.332, -4.457, 2.262], [3.405, -5.092, 0.299], [2.267, -4.804, -1.416], [1.413, -5.489, -0.015], [2.341, -2.610, -0.456], [0.822, -3.185, 0.270], [-1.122, -8.347, 2.166], [0.291, -8.302, 2.663], [1.052, -8.546, 1.486], [0.281, -8.184, 0.428], [0.678, -8.104, -0.699], [-0.998, -7.923, 0.813], [-1.782, -7.681, 2.723], [-1.541, -9.358, 2.182], [0.565, -7.321, 3.065], [0.491, -9.062, 3.420], [-1.257, -2.967, 3.043], [-1.733, -4.155, 2.260], [-0.701, -5.110, 2.469], [-0.073, -4.775, 3.630], [0.732, -5.462, 4.185], [-0.481, -3.556, 4.077], [-2.080, -2.384, 3.459], [-0.615, -2.306, 2.452], [-2.673, -4.561, 2.645], [-1.851, -3.934, 1.198], [3.414, -0.659, -6.002], [3.105, -1.589, -4.868], [2.207, -0.827, -4.068], [1.630, 0.096, -4.882], [0.704, 0.789, -4.566], [2.235, 0.132, -6.097], [3.603, -1.189, -6.937], [4.263, -0.004, -5.788], [2.598, -2.500, -5.199], [3.994, -1.865, -4.300]], "atomic_forces_ev_per_a": [[0.7, 0.0, 0.2], [-0.8, -0.5, -0.1], [1.0, 0.0, 0.4], [-0.4, -0.2, -0.1], [1.3, -0.6, 0.7], [0.1, 0.5, -0.6], [0.3, -0.9, -1.0], [1.1, 1.2, -2.1], [-0.3, -3.3, 1.0], [-0.4, 1.2, -0.2], [0.3, 1.7, 1.2], [-1.3, -0.8, -1.7], [-0.2, 2.0, -0.1], [1.2, -1.9, -1.4], [2.3, -0.4, -0.2], [-3.7, 0.7, 0.7], [1.1, -2.1, -0.4], [-0.4, -1.8, 0.3], [0.4, 1.5, 1.1], [2.5, -0.2, -2.9], [0.3, -0.8, 3.4], [1.7, 0.7, 0.7], [-1.7, -0.3, -0.5], [-0.8, -0.2, -1.1], [-5.2, -0.7, 1.0], [2.1, -1.0, -0.2], [-0.9, 1.5, -0.2], [-0.2, -0.9, -1.0], [1.3, 0.3, 0.2], [-0.1, -1.4, -0.7], [-1.1, 1.3, 0.4], [1.1, 0.6, -0.5], [-0.5, 0.9, 0.9], [0.0, -0.7, -1.3], [-1.6, -0.2, 0.6], [-0.5, 1.5, 1.3], [-0.6, -1.2, 0.5], [-0.4, -0.1, -1.4], [0.6, 1.4, 0.6], [-0.6, -0.4, 1.5], [-0.2, -1.2, -0.7], [-0.3, 1.2, 0.7], [0.3, -0.8, 1.5], [0.5, 0.1, 0.5], [0.8, 0.3, -1.0], [0.9, -0.6, 1.3], [-1.4, -0.1, 0.9], [1.4, -0.1, 0.9], [0.4, 1.6, 0.1], [0.6, 1.2, -0.9], [-0.9, 0.9, 1.0], [-0.9, 0.6, 0.1], [-1.6, 0.3, -0.4], [0.1, -1.5, -0.4], [1.1, 0.4, -0.8], [0.2, 0.2, 1.4], [-0.1, -1.6, 0.3], [-0.8, 0.8, -0.8], [0.3, -1.4, -0.2], [1.1, 0.9, -0.2], [-0.8, 1.0, -1.3], [1.0, 0.9, -0.2], [0.6, 0.3, -1.2], [0.2, 0.9, 0.0], [0.8, 0.0, 0.4], [0.0, 0.7, 0.4], [0.0, -0.5, -0.1], [-0.3, -0.5, -0.4], [0.3, 0.4, 0.4], [-0.5, 0.2, -0.3], [-0.1, -0.2, -0.1], [-0.1, 0.0, 0.0], [0.0, 0.0, -0.1], [-0.2, -0.1, -0.1], [-0.4, -0.5, -0.6], [-0.4, 0.6, -0.3], [0.1, -0.3, 0.1], [0.9, -0.5, 0.7], [-0.6, 0.2, -0.6], [0.0, 0.5, 0.4], [0.1, -0.1, 0.1], [0.1, 0.0, 0.0], [0.0, 0.0, 0.0], [0.1, 0.0, 0.1], [-0.6, -0.2, 0.4], [0.3, 0.2, 1.0], [-0.4, 0.1, -0.7], [0.5, -0.1, -0.6], [-0.3, 0.1, 0.6], [0.4, 0.0, -0.2], [0.0, 0.0, -0.2], [0.0, 0.0, 0.0], [0.0, -0.3, -0.1], [0.1, 0.0, -0.2], [-0.1, 0.7, 0.0], [-0.6, -0.1, -0.7], [0.3, 0.2, 0.3], [0.8, -0.4, 0.6], [-0.6, 0.5, -0.4], [0.0, -0.5, -0.2], [0.1, -0.1, 0.2], [0.0, -0.1, 0.0], [0.1, 0.0, 0.0], [0.1, -0.2, 0.0], [0.7, 0.0, -0.5], [0.4, -0.8, 0.2], [-0.3, 0.5, -0.3], [-0.5, 0.3, 0.0], [0.4, -0.6, -0.2], [-0.4, 0.0, 0.6], [-0.2, 0.2, 0.0], [-0.1, 0.0, 0.0], [0.0, 0.1, 0.0], [-0.2, 0.1, 0.1]]}